1.
C43H36N5O2RuSTe | ωB97M-V with the def2-TZVPD basis set

XYZ file:
```
89
Properties=species:S:1:pos:R:3:forces:R:3:mulliken_charge:R:1
Ru -0.2060 0.1814 -0.7219 1.813 0.594 1.743 -0.94
O 2.9012 0.1396 2.0904 0.098 0.105 -0.022 -0.71
C 2.2222 0.2195 1.0732 -0.068 0.081 0.069 -0.34
N 0.9832 0.7130 0.9413 -0.571 0.045 -0.520 1.54
C 0.3407 1.4459 1.9476 0.184 -0.036 0.127 0.24
C 0.9624 2.2574 2.8910 0.094 -0.003 0.012 -0.44
C 0.1873 3.0354 3.7393 -0.015 -0.055 -0.004 -0.84
C -1.1992 2.9987 3.6508 0.033 0.017 0.024 -0.77
C -1.8197 2.1669 2.7304 -0.148 -0.079 0.037 -0.68
C -1.0471 1.3731 1.8911 -0.124 -0.007 -0.113 0.79
N -1.5463 0.3853 1.0209 0.223 -1.058 -0.810 -0.57
C -2.6797 0.5847 0.3545 -0.075 0.535 -0.508 0.50
O -3.1537 1.7208 0.1572 -1.567 -0.461 0.559 -0.68
C -3.2970 -0.5753 -0.3814 -0.041 -0.164 0.083 0.27
C -4.5931 -0.4552 -0.8635 -0.044 0.120 -0.016 -0.75
C -5.1591 -1.5326 -1.5250 0.017 0.046 0.024 -0.47
C -4.4103 -2.6872 -1.6813 -0.024 -0.010 0.004 -0.90
C -3.1135 -2.6999 -1.1878 0.040 -0.022 -0.046 -0.06
N -2.5630 -1.6706 -0.5567 -0.043 -0.102 0.169 0.29
C 2.7679 -0.2602 -0.2396 0.105 0.062 0.026 0.49
C 3.8647 -1.1022 -0.2783 0.127 0.026 -0.023 -0.62
C 4.3313 -1.5229 -1.5106 -0.016 -0.018 0.020 -0.51
C 3.7148 -1.0432 -2.6583 0.066 0.036 0.037 -0.90
C 2.6297 -0.1964 -2.5254 0.053 0.179 -0.084 -0.17
N 2.1445 0.1726 -1.3378 -0.651 -0.367 -0.250 -0.12
H 2.0412 2.2737 2.9488 -0.010 0.016 0.008 0.49
H 0.6646 3.6651 4.4791 0.021 0.025 -0.041 0.41
H -1.7971 3.6161 4.3094 -0.024 -0.023 -0.019 0.41
H -2.8985 2.1174 2.6655 0.022 0.031 0.017 0.48
H -5.1170 0.4786 -0.7156 -0.031 -0.030 -0.009 0.51
H -6.1668 -1.4703 -1.9150 -0.009 -0.007 0.025 0.44
H -4.8192 -3.5605 -2.1716 0.033 0.013 -0.023 0.42
H -2.4878 -3.5807 -1.3049 -0.003 0.028 -0.015 0.34
H 4.3134 -1.4071 0.6574 -0.040 -0.003 -0.003 0.52
H 5.1646 -2.2109 -1.5779 0.001 0.022 -0.008 0.43
H 4.0626 -1.3244 -3.6428 -0.015 0.025 -0.001 0.45
H 2.1243 0.2040 -3.3952 -0.046 -0.076 0.008 0.59
C 2.5229 -5.1240 4.0562 -0.038 -0.011 -0.020 -2.30
C 1.8498 -3.8678 3.4971 0.030 -0.003 0.100 2.33
C 0.5518 -3.6206 4.2787 -0.011 0.028 -0.021 -1.63
C 2.8155 -2.6944 3.7149 -0.028 -0.067 0.006 -1.49
C 1.5122 -4.0013 2.0119 0.078 -0.070 0.034 -0.42
C 1.6152 -5.2292 1.3367 -0.035 -0.004 -0.103 -0.30
C 1.3167 -5.3547 -0.0089 0.000 0.052 0.078 -1.31
C 0.9086 -4.2201 -0.6949 0.009 -0.053 -0.160 1.94
S 0.5210 -4.0380 -2.3777 -0.044 0.099 0.002 -0.56
C 0.1997 -2.3474 -2.1031 0.021 -0.443 -0.236 0.36
N 0.3653 -1.9666 -0.8764 -0.317 0.907 0.012 1.71
C 0.7768 -2.9935 -0.0440 -0.001 -0.073 0.229 -2.50
C 1.0752 -2.8887 1.3095 -0.128 0.148 0.085 -0.37
C -0.1577 -1.4118 -3.1676 -0.104 0.064 -0.035 1.14
C -0.1972 -1.8308 -4.4958 0.068 -0.116 0.063 -1.21
C -0.3820 -0.9073 -5.5082 -0.007 0.079 -0.053 -0.82
C -0.5330 0.4328 -5.1778 0.003 -0.116 0.028 -0.94
C -0.5399 0.8357 -3.8463 0.106 0.047 -0.101 0.17
C -0.3615 -0.0635 -2.7984 -0.667 -0.430 0.148 0.19
H 2.8053 -4.9397 5.0943 -0.014 -0.022 -0.013 0.46
H 3.4333 -5.3672 3.5027 -0.030 -0.025 0.016 0.44
H 1.8594 -5.9920 4.0452 0.025 0.016 -0.016 0.42
H 0.7630 -3.5586 5.3489 0.005 0.020 -0.019 0.45
H -0.1568 -4.4361 4.1172 -0.008 0.021 0.003 0.36
H 0.0759 -2.6873 3.9715 -0.002 -0.023 -0.002 0.28
H 3.0442 -2.6047 4.7796 0.001 0.002 -0.014 0.47
H 2.4159 -1.7396 3.3790 0.012 -0.019 0.003 0.29
H 3.7531 -2.8736 3.1824 -0.003 0.047 0.002 0.26
H 1.9295 -6.1150 1.8700 0.032 0.034 0.009 0.45
H 1.4003 -6.3094 -0.5116 0.022 0.002 0.022 0.44
H 0.9468 -1.9310 1.7999 -0.005 -0.021 -0.018 0.50
H -0.0680 -2.8803 -4.7392 0.036 0.026 -0.027 0.46
H -0.3903 -1.2231 -6.5435 -0.027 -0.014 0.020 0.41
H -0.6588 1.1718 -5.9600 -0.002 -0.003 0.006 0.47
H -0.6652 1.8907 -3.6484 -0.029 0.021 0.036 0.32
C -2.7905 4.3112 -0.7786 0.250 -0.487 0.557 -1.09
Te -1.2909 2.7531 -1.1691 1.407 0.955 -0.893 0.29
C -0.1427 4.2207 -0.0955 0.157 -0.211 -0.115 -0.68
C -0.6316 5.5091 -0.6708 -0.091 0.089 -0.030 0.61
C 0.1727 6.6177 -0.8904 -0.036 0.003 0.034 -0.75
C -0.3670 7.7728 -1.4423 -0.023 0.012 -0.018 -0.55
C -1.7100 7.8171 -1.7874 0.009 0.002 0.011 -0.58
C -2.5159 6.7031 -1.5861 -0.016 -0.055 0.048 -0.81
C -1.9898 5.5495 -1.0186 0.024 0.141 -0.047 0.78
H -3.0604 4.1549 0.2653 -0.087 0.109 0.001 0.38
H -3.6635 4.2051 -1.4149 0.047 -0.087 -0.052 0.44
H 0.9273 4.0520 -0.1931 0.000 0.049 -0.046 0.60
H -0.4276 4.1070 0.9529 0.043 -0.072 0.026 0.10
H 1.2244 6.5806 -0.6310 -0.018 -0.017 0.005 0.44
H 0.2656 8.6356 -1.6096 -0.016 -0.010 -0.001 0.39
H -2.1305 8.7173 -2.2176 0.008 -0.022 -0.013 0.39
H -3.5636 6.7300 -1.8643 0.025 0.015 -0.010 0.43
```
Positions in Å, forces in eV/Å.

Its expectation value of S² is 0.76. As for the energy above the lowest of the compared OMol25 structures with the same formula, charge and spin: 75.3 kcal/mol. Its spin multiplicity is 2. The total charge is 0. The orbital gap (spin up / spin down) is 6.4 / 6.4 eV. The electronic energy is -77431.44488 eV.

***

2.
C5H14 | ωB97M-V with the def2-TZVPD basis set

XYZ file:
```
19
Properties=species:S:1:pos:R:3:forces:R:3:nbo_charge:R:1
C -0.0899 1.2697 -0.5614 -1.171 2.930 -1.727 -0.64
C -0.4412 1.8038 0.8267 2.826 0.981 0.049 -0.40
C 0.7508 1.6903 1.8153 -0.327 -0.067 -0.461 -0.61
H -1.0073 0.8172 -0.9101 0.263 -0.476 -0.624 0.21
H 0.8042 0.7468 -0.8367 0.382 -0.986 0.893 0.22
H 0.0548 2.1472 -1.2619 -0.362 -0.518 0.673 0.21
H -0.5885 2.8988 0.8039 -0.530 -0.513 -0.383 0.20
H -1.3334 1.3284 1.1600 -0.545 -0.337 0.678 0.20
H 1.6711 2.1555 1.4439 -0.305 0.135 -0.481 0.20
H 0.4819 2.3244 2.6711 0.269 -1.019 0.486 0.21
H 1.0482 0.6314 1.9385 -0.430 0.526 0.804 0.20
C 0.4477 -2.7275 -1.1467 0.339 -3.567 -1.195 -0.63
C -0.7185 -1.8537 -0.8046 -1.794 -0.174 -0.116 -0.63
H 0.3268 -3.3042 -2.1128 -0.166 0.942 0.590 0.21
H 1.4490 -2.3278 -1.2375 -0.021 0.738 0.233 0.21
H 0.5540 -3.6381 -0.4903 -0.110 1.152 0.003 0.21
H -0.3780 -0.9333 -0.3863 -0.054 0.320 0.166 0.22
H -1.4477 -1.6416 -1.6435 1.205 -0.030 0.538 0.21
H -1.3962 -2.3068 -0.0574 0.531 -0.037 -0.127 0.21
```
Positions in Å, forces in eV/Å.

As for the energy above the lowest of the compared OMol25 structures with the same formula, charge and spin: 27.7 kcal/mol. The total charge is 0. The orbital gap is 11.9 eV. The electronic energy is -5410.84906 eV.

***

3.
C5H9NO | ωB97M-V with the def2-TZVPD basis set

XYZ file:
```
16
Properties=species:S:1:pos:R:3:forces:R:3:nbo_charge:R:1
C 0.8563 -1.6495 -0.3258 -0.024 0.009 -0.023 -0.63
C 0.7836 -0.6382 0.7917 0.000 -0.169 0.027 -0.05
N 1.3682 0.7023 0.5687 0.340 0.253 -0.097 -0.64
C -0.1137 0.5395 0.7783 -0.191 0.042 -0.018 -0.09
C -0.5862 0.9815 -0.6018 -0.087 -0.181 0.164 -0.18
C -2.0064 0.7650 -0.9322 -0.198 -0.260 -0.125 -0.15
O -1.5694 2.0425 -0.5156 -0.018 0.232 0.052 -0.54
H 0.1862 -2.4834 -0.0933 0.097 0.107 -0.023 0.22
H 1.8728 -2.0439 -0.4235 -0.136 0.044 0.018 0.22
H 0.5429 -1.2045 -1.2710 0.057 -0.065 0.126 0.25
H 1.0454 -1.0238 1.7763 -0.068 0.069 -0.155 0.21
H 1.9978 1.1167 1.2509 -0.128 -0.095 -0.098 0.41
H -0.5124 0.9191 1.7186 0.019 -0.045 -0.144 0.22
H 1.1289 1.0310 -0.5036 0.134 -0.070 0.196 0.42
H -2.3046 0.6820 -1.9798 0.075 0.034 0.166 0.17
H -2.6892 0.2636 -0.2379 0.128 0.095 -0.067 0.15
```
Positions in Å, forces in eV/Å.

As for the energy above the lowest of the compared OMol25 structures with the same formula, charge and spin: 138.2 kcal/mol. The total charge is 0. The orbital gap is 7.8 eV. The electronic energy is -8863.21937 eV.

***

4.
C4H10O | ωB97M-V with the def2-TZVPD basis set

XYZ file:
```
15
Properties=species:S:1:pos:R:3:forces:R:3:nbo_charge:R:1
C 0.3070 -0.7143 0.8035 -1.874 1.698 -0.729 -0.13
O 3.4162 0.0142 -0.0394 0.404 0.625 0.178 -0.94
C 0.0229 -0.4774 -0.8395 -0.625 -0.429 1.302 -0.39
C -1.0124 -0.2949 0.2889 1.881 -0.659 0.179 -0.31
C -1.5357 1.1062 0.4529 0.324 0.764 -0.176 -0.61
H 2.8780 0.0949 0.7534 -0.187 -0.027 -0.051 0.48
H 0.3529 -1.4323 1.6184 0.099 -1.042 -0.725 0.19
H 3.1925 -0.8361 -0.3977 -0.207 -0.559 -0.203 0.46
H 0.5997 0.3283 -1.1917 0.355 0.832 -0.216 0.23
H 0.1146 -1.4141 -1.3577 0.000 -0.259 -0.325 0.24
H -1.6216 0.4584 -1.7593 0.694 -1.061 -0.050 -0.13
H -1.7508 -1.0934 0.3155 -0.392 0.153 0.187 0.23
H -1.4519 1.5801 -0.5791 -0.278 -0.293 1.068 0.23
H -2.5997 1.0075 0.7370 0.561 0.496 0.112 0.23
H -0.9118 1.6729 1.1948 -0.755 -0.238 -0.552 0.22
```
Positions in Å, forces in eV/Å.

As for the energy above the lowest of the compared OMol25 structures with the same formula, charge and spin: 197.4 kcal/mol. The total charge is 0. The orbital gap is 5.6 eV. The electronic energy is -6349.24497 eV.

***

5.
C4H30NO11S | ωB97M-V with the def2-TZVPD basis set

XYZ file:
```
47
Properties=species:S:1:pos:R:3:forces:R:3:nbo_charge:R:1
C -0.0482 2.0242 -1.2821 -1.367 -1.911 0.441 -0.65
C 0.6387 0.6435 -1.4200 0.758 0.659 -0.043 -0.05
C -0.1844 -0.4284 -2.0938 0.245 -0.168 -0.385 -0.52
S -0.5695 -0.1261 -3.8413 -0.490 0.035 -0.058 -0.05
N 1.2909 0.0808 -0.2245 -0.514 0.170 0.565 -0.70
C 0.5132 -0.7419 0.7730 0.218 0.419 -0.715 0.12
O -0.8518 -0.6438 0.7369 -0.144 -0.037 -0.258 -0.97
H 0.4711 2.5669 -0.5035 0.183 0.709 -0.374 0.21
H -0.2209 2.4467 -2.2684 0.682 0.552 0.058 0.22
H -1.0715 1.8480 -0.9319 0.075 0.158 0.285 0.21
H 1.5027 0.8868 -2.0538 -0.071 -0.378 -0.325 0.18
H 0.3661 -1.3570 -1.9908 -0.106 -0.058 -0.295 0.19
H -1.1470 -0.6138 -1.6205 -0.010 0.318 0.065 0.26
H 0.6496 0.0343 -4.3602 0.290 -0.033 0.218 0.10
H 1.7216 0.8417 0.2804 0.078 0.145 0.007 0.37
H 0.8460 -1.7681 0.5493 -0.226 -0.222 0.381 0.11
H 0.9086 -0.4536 1.7605 0.240 -0.118 -0.023 0.13
H 2.1454 -3.8123 -1.1097 -0.229 -0.306 -0.299 0.48
H 1.5547 -2.4866 -1.3834 -0.052 0.130 -0.175 0.48
O 1.5764 -3.3781 -1.7620 0.770 0.221 0.555 -0.95
H 2.4719 -0.2967 3.8759 0.319 0.184 -0.030 0.46
H 2.9480 0.6771 2.8089 0.015 0.084 0.417 0.49
O 3.2290 0.2638 3.6470 -0.317 -0.363 -0.186 -0.97
H -1.5522 0.7630 0.8913 0.313 0.040 0.298 0.51
H -2.4919 1.1785 2.0271 -0.059 0.219 -0.051 0.49
O -2.0141 1.5842 1.2866 -0.366 -0.580 0.066 -1.03
H -2.5236 -1.9037 2.9340 -0.236 0.361 0.129 0.49
H -2.0378 -0.7658 2.1298 0.070 0.040 0.320 0.49
O -2.6112 -0.9328 2.9152 0.267 -0.433 -0.441 -1.01
H -4.8503 -0.0218 0.2549 -0.159 0.002 -0.196 0.46
H -3.6467 0.7509 -0.1499 -0.200 0.239 -0.249 0.48
O -4.5487 0.5545 -0.4596 0.411 -0.180 0.511 -0.95
H -1.3580 -3.0272 -1.4065 0.278 -0.158 -0.372 0.47
H -0.2397 -3.6356 -2.3006 -0.061 0.049 0.380 0.49
O -1.1705 -3.7245 -2.0542 -0.551 0.018 0.098 -0.97
H 3.6870 2.5508 0.6339 -0.093 -0.221 -0.161 0.49
H 4.6345 1.7350 -0.2667 -0.136 -0.037 0.081 0.47
O 4.4984 2.6094 0.1080 0.126 0.191 -0.011 -0.97
H 2.8241 2.9040 2.4549 -0.143 -0.048 0.217 0.48
H 1.3195 2.6358 2.0863 0.526 0.052 -0.247 0.52
O 2.2548 2.2863 1.9841 -0.026 0.193 -0.191 -1.03
H -1.5539 -3.7298 0.6434 0.091 0.186 -0.199 0.47
H -1.1707 -2.2211 1.1034 -0.309 -0.416 -0.381 0.51
O -1.4160 -3.1500 1.3942 0.069 0.054 0.519 -1.03
H -0.5143 3.9380 1.5099 -0.084 -0.222 -0.096 0.48
H -0.7681 2.4610 1.9779 -0.376 0.422 -0.464 0.52
O -0.1681 3.2426 2.0742 0.300 0.038 0.612 -1.00
```
Positions in Å, forces in eV/Å.

As for the energy above the lowest of the compared OMol25 structures with the same formula, charge and spin: 33.1 kcal/mol. The total charge is -1. The orbital gap is 8.3 eV. The electronic energy is -39485.38267 eV.

***

6.
C3H4O2 | ωB97M-V with the def2-TZVPD basis set

XYZ file:
```
9
Properties=species:S:1:pos:R:3:forces:R:3:nbo_charge:R:1
C -1.7003 0.0908 -0.0818 -0.562 -0.257 -0.038 -0.32
C -0.3984 0.4176 0.0484 1.093 -0.064 0.051 -0.33
C 0.6723 -0.4633 0.0838 2.868 2.774 -0.246 0.13
O 3.1505 -0.2917 0.0300 0.476 -0.648 0.013 -0.19
O 2.0827 0.3893 0.0160 -3.961 -1.518 0.252 -0.13
H -2.4583 0.8530 -0.1058 -0.108 0.128 0.019 0.20
H -2.0255 -0.9302 -0.1889 -0.024 -0.181 0.026 0.19
H -0.1100 1.4602 0.1204 -0.024 0.077 -0.043 0.23
H 0.7870 -1.5257 0.0779 0.241 -0.311 -0.037 0.20
```
Positions in Å, forces in eV/Å.

As for the energy above the lowest of the compared OMol25 structures with the same formula, charge and spin: 147.9 kcal/mol. The total charge is 0. The orbital gap (spin up / spin down) is 9.2 / 8.5 eV. The electronic energy is -7264.27344 eV.